[1]
{
  "formula": "C8H14N3OS2",
  "method": "ωB97M-V/def2-TZVPD",
  "homo_lumo_gap_ev": 8.57,
  "e_above_lowest_kcal_mol": 0.0,
  "homo_energy_ev": -12.47,
  "mol_weight_da": 232.4,
  "total_charge": 1,
  "energy_ev": -36703.2898,
  "symbols": ["C", "C", "C", "C", "C", "C", "C", "C", "N", "N", "N", "O", "S", "S", "H", "H", "H", "H", "H", "H", "H", "H", "H", "H", "H", "H", "H", "H"],
  "coordinates": [[0.384, 0.862, 2.461], [0.666, 1.617, 1.402], [0.675, -1.114, 0.935], [-2.817, 0.347, -0.485], [0.208, -0.623, 2.341], [1.055, 1.005, 0.139], [1.965, 1.263, -2.128], [1.009, -2.896, -0.525], [1.067, -0.289, -0.026], [-1.708, 0.859, -0.170], [1.503, 1.768, -0.864], [0.677, -2.353, 0.804], [-2.699, -1.428, -0.981], [-4.379, 1.078, -0.138], [0.092, 1.441, 3.355], [0.726, 2.710, 1.382], [0.822, -1.080, 3.236], [-0.765, -0.876, 2.659], [1.234, 0.452, -2.377], [1.880, 2.029, -2.875], [3.006, 0.864, -2.028], [0.864, -2.129, -1.298], [0.288, -3.658, -0.892], [1.996, -3.460, -0.475], [-1.839, 1.777, 0.249], [-2.363, -1.157, -2.232], [1.825, 2.727, -0.776], [-5.373, 0.263, -0.695]],
  "forces_ev_per_a": [[-1.047, 1.002, -0.215], [0.849, 0.760, -0.628], [-0.495, 3.943, 1.433], [0.061, -1.807, 0.123], [3.341, 0.335, 0.956], [0.490, 1.614, 0.280], [-0.456, -2.288, -0.064], [0.182, -1.449, -1.120], [-0.109, -2.562, 0.086], [-0.446, 0.518, 0.076], [0.269, 0.399, 0.567], [-0.064, -2.967, -1.461], [-0.573, 0.564, 0.284], [-0.908, -0.074, -0.284], [0.265, -0.937, -0.173], [-0.157, -0.369, 0.553], [-0.688, 0.398, -1.977], [-1.489, -0.561, -0.336], [1.038, 0.447, -0.199], [0.176, 0.367, -0.234], [-0.864, 0.251, -0.347], [0.946, -0.043, 0.584], [-0.020, 0.299, 1.341], [-1.079, 1.405, -0.018], [-0.022, 0.406, -0.128], [0.116, 0.080, -0.464], [-0.786, -0.097, 1.037], [1.470, 0.365, 0.329]]
}



[2]
{
  "formula": "C3H8NO",
  "method": "ωB97M-V/def2-TZVPD",
  "homo_lumo_gap_ev": 10.57,
  "e_above_lowest_kcal_mol": 39.4,
  "homo_energy_ev": -14.75,
  "mol_weight_da": 74.1,
  "total_charge": 1,
  "energy_ev": -6769.4610,
  "symbols": ["C", "C", "C", "N", "O", "H", "H", "H", "H", "H", "H", "H", "H"],
  "coordinates": [[1.692, -0.059, 1.287], [0.428, -0.592, 0.401], [-1.372, 0.042, -1.080], [-0.256, 0.522, -0.268], [1.957, -0.121, 2.480], [0.704, -1.311, -0.398], [2.426, 0.697, 0.693], [-0.453, -1.104, 0.970], [-1.186, -0.944, -1.595], [-2.216, -0.158, -0.299], [-1.611, 0.758, -1.742], [-0.563, 1.215, 0.434], [0.450, 1.055, -0.883]],
  "forces_ev_per_a": [[1.506, 2.234, 0.986], [-0.504, -1.784, 2.216], [-1.780, -3.744, 3.120], [2.631, 1.803, -0.952], [-1.757, -0.911, -3.160], [0.358, 0.490, 0.597], [-1.556, -1.714, 0.418], [2.025, 0.723, -0.384], [0.292, 1.198, 0.607], [1.206, 0.419, -1.757], [-1.195, 2.441, -2.331], [-0.071, -0.288, -0.355], [-1.154, -0.868, 0.996]]
}



[3]
{
  "formula": "C5H15NO2",
  "method": "ωB97M-V/def2-TZVPD",
  "homo_lumo_gap_ev": 9.72,
  "e_above_lowest_kcal_mol": 74.2,
  "homo_energy_ev": -8.88,
  "mol_weight_da": 121.2,
  "energy_ev": -11010.7302,
  "symbols": ["C", "N", "C", "C", "C", "O", "C", "H", "H", "H", "H", "H", "H", "H", "H", "H", "H", "H", "H", "H", "H", "H", "O"],
  "coordinates": [[0.345, 1.796, -0.745], [0.686, 0.643, -1.597], [0.847, -0.625, -0.745], [-0.292, -1.652, -0.666], [-1.357, -1.392, 0.366], [-0.787, -1.337, 1.639], [-1.081, 1.840, -0.340], [0.775, 2.737, -1.329], [1.047, 1.792, 0.178], [1.605, 0.858, -2.091], [0.681, -0.197, 0.321], [1.852, -0.987, -0.626], [0.137, -2.735, -0.653], [-0.717, -1.802, -1.651], [-1.754, -0.400, 0.283], [-2.138, -2.044, 0.150], [-0.348, -2.127, 2.021], [-1.846, 1.239, -0.773], [-1.626, 2.829, -0.509], [-1.263, 1.832, 0.756], [1.835, 0.587, 2.422], [1.319, -0.597, 1.592], [2.078, -0.256, 1.998]],
  "forces_ev_per_a": [[3.488, 1.228, -0.740], [1.493, -1.237, -0.185], [-1.767, 2.651, 3.018], [1.463, -2.075, -2.494], [2.037, 0.740, -0.653], [0.361, -0.456, 2.118], [-2.503, 3.199, 1.678], [-1.506, -1.645, 1.040], [-1.207, 0.018, -1.047], [-1.712, -0.582, 0.978], [0.488, -0.309, -2.015], [0.429, -0.373, -0.843], [-0.444, 1.624, 1.015], [-0.676, 0.626, -0.474], [-0.215, 0.361, -0.411], [-1.539, -1.629, 0.535], [-0.708, 0.301, -0.985], [0.260, -1.206, -0.737], [1.273, -0.549, -0.279], [0.527, -0.653, -0.417], [-0.027, -0.698, -0.321], [-1.796, -0.590, -0.428], [2.278, 1.256, 1.647]]
}



[4]
{
  "formula": "C11H16N3O",
  "method": "ωB97M-V/def2-TZVPD",
  "multiplicity": 3,
  "homo_lumo_gap_ev": [8.07, 4.08],
  "e_above_lowest_kcal_mol": 0.0,
  "homo_energy_ev": [-11.58, -11.58],
  "mol_weight_da": 206.3,
  "total_charge": 1,
  "energy_ev": -18172.2981,
  "symbols": ["C", "C", "C", "C", "C", "C", "C", "C", "C", "C", "C", "N", "N", "N", "O", "H", "H", "H", "H", "H", "H", "H", "H", "H", "H", "H", "H", "H", "H", "H", "H"],
  "coordinates": [[4.621, -1.895, -2.349], [4.284, -0.477, -2.497], [3.684, -2.826, -2.112], [3.042, -0.060, -2.216], [2.347, -2.412, -1.974], [2.025, -1.006, -2.157], [-0.464, -1.436, -2.457], [-1.409, -1.254, -1.230], [-1.267, 0.134, -0.611], [-2.543, 0.800, -0.557], [0.418, 1.475, 0.580], [0.707, -0.748, -2.193], [-0.165, 0.358, -0.018], [-3.841, 1.964, 6.246], [-0.641, -2.230, -3.354], [5.628, -2.181, -2.514], [5.071, 0.191, -2.684], [3.978, -3.940, -1.989], [2.636, 0.984, -2.511], [1.603, -3.115, -1.664], [-2.380, -1.416, -1.584], [-1.284, -2.092, -0.556], [-3.155, 0.431, 0.254], [-2.947, 0.496, -1.495], [-2.537, 1.852, -0.461], [0.688, 1.331, 1.718], [1.299, 1.542, 0.042], [-0.155, 2.391, 0.688], [-3.233, 1.190, 5.976], [-4.692, 1.838, 5.748], [-4.044, 2.165, 7.178]],
  "forces_ev_per_a": [[0.490, 2.695, -0.973], [0.699, -2.440, 1.360], [-1.683, -2.672, 0.962], [-1.709, 3.162, -2.130], [1.752, 0.279, -0.380], [-2.827, -3.436, 0.676], [1.272, -1.570, 1.540], [1.105, 0.437, -1.440], [1.543, -3.083, 1.258], [-0.588, 0.827, 0.094], [0.140, -0.123, 3.901], [0.948, 1.665, -0.060], [-2.209, 0.129, -0.650], [0.764, -0.153, -2.440], [-0.102, 1.009, 0.391], [0.823, -0.158, -0.033], [0.817, 0.844, -0.413], [-0.644, 2.095, -0.216], [1.174, -1.516, 0.948], [-0.504, -0.171, -0.232], [-1.626, 0.090, -0.589], [0.747, 0.079, 0.422], [-0.170, -0.480, 0.165], [-1.062, 0.279, -0.536], [0.274, 1.236, 0.062], [-0.304, -0.516, -2.229], [2.116, 1.161, -0.831], [-0.473, 0.186, -1.063], [-0.224, 0.391, 1.065], [-0.723, 0.033, -0.315], [0.183, -0.281, 1.686]]
}